(1)
{"formula": "C5H10O2", "method": "ωB97M-V with the def2-TZVPD basis set", "elements": ["O", "O", "C", "C", "C", "C", "C", "H", "H", "H", "H", "H", "H", "H", "H", "H", "H"], "coordinates": [[0.956, 2.363, 0.690], [-0.513, -1.577, 0.618], [-0.566, -0.278, -0.538], [0.728, 0.389, -0.099], [0.742, 1.068, 1.275], [0.892, 1.825, -0.635], [-1.657, -1.988, -0.351], [-1.208, -2.722, -1.029], [-2.412, -2.472, 0.282], [-1.443, 0.300, -0.283], [0.029, 2.215, -1.197], [-0.212, 1.016, 1.818], [0.244, -2.192, 0.613], [1.805, 2.018, -1.209], [1.557, 0.778, 1.946], [1.594, -0.251, -0.299], [-0.538, -0.492, -1.602]], "charge": 0, "e_lumo_ev": 0.55, "largest_force_ev_per_a": 0.64, "e_tot_ha": -346.73504, "homo_ev": -7.06, "homo_lumo_gap_ev": 7.614, "de_lowest_kcal_mol": 182.2}


(2)
{"formula": "C5H10O2", "method": "ωB97M-V with the def2-TZVPD basis set", "elements": ["O", "O", "C", "C", "C", "C", "C", "H", "H", "H", "H", "H", "H", "H", "H", "H", "H"], "coordinates": [[0.308, 2.090, 2.153], [1.245, 0.252, 0.461], [-0.998, 1.142, 0.323], [-0.163, -0.942, -1.010], [1.005, -1.933, -1.057], [-0.105, -0.120, 0.291], [-0.594, 2.184, 1.346], [-1.117, -1.482, -1.087], [-0.429, -0.781, 1.115], [-0.103, -0.277, -1.883], [1.946, -1.388, -0.955], [0.947, -2.651, -0.229], [-1.007, 1.659, -0.647], [-1.198, 3.114, 1.331], [1.026, -2.494, -1.997], [1.286, 0.728, 1.304], [-2.050, 0.900, 0.541]], "charge": 0, "e_lumo_ev": 0.94, "largest_force_ev_per_a": 0.57, "e_tot_ha": -346.97636, "homo_ev": -10.04, "homo_lumo_gap_ev": 10.974, "de_lowest_kcal_mol": 30.8, "smiles": "CC[C@@H](O)CC=O"}


(3)
{"formula": "C5H10O2", "method": "ωB97M-V with the def2-TZVPD basis set", "elements": ["O", "O", "C", "C", "C", "C", "C", "H", "H", "H", "H", "H", "H", "H", "H", "H", "H"], "coordinates": [[1.248, 1.314, -0.009], [0.475, -0.262, -2.075], [0.543, 0.499, 0.880], [-0.853, 0.163, 0.371], [-0.620, -0.499, -1.486], [-1.426, 0.837, -0.730], [1.329, -0.748, 1.297], [1.536, -1.374, 0.421], [-1.477, -0.437, 1.039], [1.272, 0.840, -0.872], [-2.509, 0.830, -0.830], [2.285, -0.444, 1.733], [0.360, 1.103, 1.785], [0.785, -1.343, 2.041], [-0.922, 1.736, -1.072], [-1.489, -0.996, -1.954], [-0.538, -1.218, -0.539]], "charge": 0, "e_lumo_ev": 0.45, "largest_force_ev_per_a": 0.33, "e_tot_ha": -346.86602, "homo_ev": -8.75, "homo_lumo_gap_ev": 9.204, "de_lowest_kcal_mol": 100.0}


(4)
{"formula": "C5H10O2", "method": "ωB97M-V with the def2-TZVPD basis set", "elements": ["O", "O", "C", "C", "C", "C", "C", "H", "H", "H", "H", "H", "H", "H", "H", "H", "H"], "coordinates": [[0.036, 1.148, -0.558], [-0.720, -1.475, 0.072], [0.103, -0.608, 1.097], [-1.270, 1.207, -0.013], [0.911, 0.365, 0.294], [2.000, -0.179, -0.642], [-1.843, -0.205, 0.096], [2.452, 0.628, -1.227], [-1.859, 1.797, -0.734], [1.596, -0.907, -1.360], [-2.432, -0.404, 0.992], [1.393, 1.027, 1.038], [0.723, -1.314, 1.639], [2.783, -0.675, -0.059], [-0.234, -1.577, -0.789], [-1.289, 1.694, 0.973], [-2.351, -0.522, -0.818]], "charge": 0, "e_lumo_ev": 0.64, "largest_force_ev_per_a": 2.12, "e_tot_ha": -346.80039, "homo_ev": -6.98, "homo_lumo_gap_ev": 7.618, "de_lowest_kcal_mol": 141.2}


(5)
{"formula": "C5H10O2", "method": "ωB97M-V with the def2-TZVPD basis set", "elements": ["O", "O", "C", "C", "C", "C", "C", "H", "H", "H", "H", "H", "H", "H", "H", "H", "H"], "coordinates": [[0.012, -1.985, 0.205], [0.215, 1.329, 0.931], [0.636, 0.150, 1.327], [-0.393, -0.910, 1.040], [-0.946, 1.316, 0.316], [1.304, 0.246, -1.610], [-1.560, -0.037, 0.470], [-2.389, -0.007, 1.186], [1.654, 0.084, 1.676], [0.353, 0.562, -1.146], [1.080, -0.145, -2.603], [1.848, -0.500, -1.027], [-1.948, -0.472, -0.460], [1.924, 1.143, -1.679], [-1.377, 2.272, 0.067], [0.283, -1.627, -0.650], [-0.696, -1.419, 1.958]], "charge": 0, "e_lumo_ev": [0.80, 0.82], "largest_force_ev_per_a": 1.18, "e_tot_ha": -346.85518, "homo_ev": [-7.24, -7.28], "homo_lumo_gap_ev": [8.044, 8.105], "de_lowest_kcal_mol": 106.8}


(6)
{"formula": "C5H10O2", "method": "ωB97M-V with the def2-TZVPD basis set", "elements": ["O", "O", "C", "C", "C", "C", "C", "H", "H", "H", "H", "H", "H", "H", "H", "H", "H"], "coordinates": [[0.734, -2.201, -1.249], [2.849, -0.241, -0.558], [-1.258, 0.492, -0.334], [-2.538, -0.259, -0.110], [1.088, 1.198, 0.222], [-0.185, 0.418, 0.454], [2.298, 0.301, 0.372], [1.164, 2.018, 0.949], [1.099, 1.620, -0.788], [2.659, 0.135, 1.409], [1.586, -1.766, -1.390], [-1.226, 1.151, -1.205], [-2.839, -0.798, -1.015], [-3.354, 0.429, 0.142], [-0.210, -0.232, 1.331], [-2.440, -0.986, 0.702], [0.124, -1.462, -1.129]], "charge": 0, "e_lumo_ev": 0.81, "largest_force_ev_per_a": 0.57, "e_tot_ha": -346.95946, "homo_ev": -9.74, "homo_lumo_gap_ev": 10.551, "de_lowest_kcal_mol": 41.4, "smiles": "C/C=C/CC=O.O"}


(7)
{"formula": "C5H10O2", "method": "ωB97M-V with the def2-TZVPD basis set", "elements": ["O", "O", "C", "C", "C", "C", "C", "H", "H", "H", "H", "H", "H", "H", "H", "H", "H"], "coordinates": [[0.640, 0.940, -0.289], [-0.969, -1.385, 1.005], [2.027, 1.102, -0.456], [0.445, -1.299, 0.787], [0.248, -0.395, -0.440], [-2.123, 0.593, 0.074], [-1.251, -0.618, -0.185], [0.632, -0.801, -1.389], [-2.021, 1.323, -0.735], [0.969, -0.817, 1.622], [0.889, -2.285, 0.592], [-1.701, -1.264, -0.952], [2.343, 0.798, -1.467], [2.598, 0.512, 0.278], [-1.827, 1.076, 1.008], [-3.174, 0.297, 0.148], [2.252, 2.161, -0.311]], "charge": 0, "e_lumo_ev": 1.02, "largest_force_ev_per_a": 0.35, "e_tot_ha": -346.93356, "homo_ev": -9.71, "homo_lumo_gap_ev": 10.733, "de_lowest_kcal_mol": 57.7, "smiles": "CO[C@H]1CO[C@H]1C"}


(8)
{"formula": "C5H10O2", "method": "ωB97M-V with the def2-TZVPD basis set", "elements": ["O", "O", "C", "C", "C", "C", "C", "H", "H", "H", "H", "H", "H", "H", "H", "H", "H"], "coordinates": [[-0.083, -1.691, 1.112], [0.825, 1.104, -0.090], [-0.031, 2.110, 0.481], [-1.132, 1.072, 0.701], [-0.112, -1.217, -0.224], [1.140, -1.642, -0.988], [-0.338, 0.285, -0.350], [1.293, -2.718, -0.861], [-0.987, -1.700, -0.678], [-2.169, 1.337, 0.489], [0.426, 2.612, 1.340], [-1.062, 0.605, 1.688], [-0.705, 0.497, -1.367], [0.193, -0.974, 1.693], [1.038, -1.426, -2.059], [2.021, -1.112, -0.612], [-0.316, 2.857, -0.274]], "charge": 0, "e_lumo_ev": 0.99, "largest_force_ev_per_a": 0.35, "e_tot_ha": -346.94594, "homo_ev": -9.90, "homo_lumo_gap_ev": 10.896, "de_lowest_kcal_mol": 49.9}


(9)
{"formula": "C5H10O2", "method": "ωB97M-V with the def2-TZVPD basis set", "elements": ["O", "O", "C", "C", "C", "C", "C", "H", "H", "H", "H", "H", "H", "H", "H", "H", "H"], "coordinates": [[-0.100, 1.476, 1.214], [0.354, -1.014, -1.210], [-0.459, -0.968, 0.981], [-0.044, -1.876, -0.144], [-0.226, 0.243, -0.938], [0.444, 1.363, -1.691], [-0.233, 0.290, 0.573], [-0.111, 2.299, -1.542], [1.487, 1.491, -1.385], [-1.294, 0.230, -1.233], [-0.031, 0.132, 3.173], [-0.840, -2.561, -0.460], [0.412, 1.128, -2.757], [0.322, -0.423, 2.793], [0.832, -2.478, 0.141], [0.464, 2.023, 0.641], [-0.977, -1.355, 1.842]], "charge": 0, "e_lumo_ev": 0.81, "largest_force_ev_per_a": 1.23, "e_tot_ha": -346.88568, "homo_ev": -8.48, "homo_lumo_gap_ev": 9.291, "de_lowest_kcal_mol": 87.7, "smiles": "C[C@H]1OCC=C1O.[H][H]"}


(10)
{"formula": "C5H10O2", "method": "ωB97M-V with the def2-TZVPD basis set", "elements": ["O", "O", "C", "C", "C", "C", "C", "H", "H", "H", "H", "H", "H", "H", "H", "H", "H"], "coordinates": [[1.236, -0.080, -0.654], [-1.587, 0.702, -1.867], [-1.430, 0.665, -0.463], [-0.219, -0.853, 1.289], [1.955, 0.877, 0.077], [0.472, -1.058, -0.022], [-0.998, -0.672, 0.031], [2.817, 0.433, 0.589], [-2.384, 0.663, 0.095], [-1.142, -0.069, -2.245], [2.303, 1.591, -0.673], [-0.881, 1.563, -0.143], [-1.764, -1.402, -0.224], [1.351, 1.433, 0.810], [0.713, -2.064, -0.356], [0.024, 0.014, 1.895], [-0.467, -1.742, 1.861]], "charge": 0, "e_lumo_ev": 1.00, "largest_force_ev_per_a": 1.33, "e_tot_ha": -346.91078, "homo_ev": -9.23, "homo_lumo_gap_ev": 10.223, "de_lowest_kcal_mol": 71.9, "smiles": "CO[C@H]1C[C@H]1CO"}


(11)
{"formula": "C5H10O2", "method": "ωB97M-V with the def2-TZVPD basis set", "elements": ["O", "O", "C", "C", "C", "C", "C", "H", "H", "H", "H", "H", "H", "H", "H", "H", "H"], "coordinates": [[-1.148, 0.858, 0.306], [1.507, 0.476, 1.458], [1.008, 0.096, -0.901], [1.853, -0.279, 0.314], [-0.434, -0.305, -0.761], [-1.401, 0.742, -1.092], [-1.334, -0.739, 1.031], [-2.200, -1.216, 0.580], [0.684, 0.947, 1.264], [-2.434, 0.491, -1.343], [-1.032, 1.643, -1.584], [-1.594, -0.227, 1.964], [-0.534, -1.451, 1.221], [2.914, -0.103, 0.097], [1.385, -0.444, -1.782], [1.136, 1.175, -1.097], [1.733, -1.354, 0.523]], "charge": 0, "e_lumo_ev": 0.82, "largest_force_ev_per_a": 0.42, "e_tot_ha": -346.76889, "homo_ev": -8.12, "homo_lumo_gap_ev": 8.942, "de_lowest_kcal_mol": 161.0}


(12)
{"formula": "C5H10O2", "method": "ωB97M-V with the def2-TZVPD basis set", "elements": ["O", "O", "C", "C", "C", "C", "C", "H", "H", "H", "H", "H", "H", "H", "H", "H", "H"], "coordinates": [[0.683, -0.517, -0.941], [0.875, 1.336, 0.187], [-0.603, -1.054, -1.452], [-0.364, -0.638, 1.217], [0.693, -0.071, 0.332], [-0.231, 1.937, -0.528], [1.125, -0.829, 1.527], [-1.390, -0.204, -1.105], [-0.805, -2.185, -1.244], [-0.066, 2.914, -0.115], [-1.339, 1.448, -0.354], [-0.346, -0.839, -2.552], [0.127, 2.015, -1.656], [-0.834, -1.440, 0.865], [1.714, -1.677, 1.550], [1.599, -0.130, 2.146], [-0.840, -0.066, 2.125]], "charge": 0, "e_lumo_ev": 0.92, "largest_force_ev_per_a": 6.49, "e_tot_ha": -346.83100, "homo_ev": -9.40, "homo_lumo_gap_ev": 10.314, "de_lowest_kcal_mol": 122.0, "smiles": "COC1(OC)CC1"}